Record 1
C34H45BrN3O2S5SbTa | wB97M-V/def2-TZVPD

Calculated values
Energy relative to the best compared isomer or geometry (same formula, charge and spin), kcal/mol: 0.0
Largest force on an atom, Eh/bohr: 0.008

```
! wB97M-V def2-TZVPD RIJCOSX def2/J DEFGRID3
* xyz -1 1
Ta -0.4693 0.9849 -1.1630
C -1.3908 0.2734 6.1579
C -0.1966 -0.6081 5.7661
C 0.9732 -0.2720 6.6916
C -0.5654 -2.0821 5.9819
C 0.1444 -0.3719 4.2955
C -0.7961 -0.6621 3.3161
C -0.4896 -0.4106 1.9990
Br -1.8094 -0.7001 0.6620
C 0.7264 0.1100 1.5448
O 0.9269 0.2852 0.2471
C 1.6768 0.4351 2.5404
C 1.3527 0.1731 3.8706
C 3.0160 1.0832 2.1764
C 3.8104 1.5073 3.4153
C 2.7900 2.3447 1.3289
C 3.8709 0.0695 1.4064
H -1.6558 0.1159 7.2069
H -2.2668 0.0467 5.5489
H -1.1516 1.3287 6.0155
H 0.6905 -0.4825 7.7253
H 1.2459 0.7831 6.6300
H 1.8559 -0.8697 6.4551
H -0.8197 -2.2598 7.0302
H 0.2711 -2.7310 5.7147
H -1.4233 -2.3747 5.3755
H -1.7753 -1.0503 3.5668
H 2.0800 0.4353 4.6222
H 3.2629 2.2344 4.0188
H 4.7405 1.9772 3.0890
H 4.0752 0.6571 4.0476
H 2.1697 3.0628 1.8691
H 2.2900 2.1187 0.3916
H 3.7524 2.8170 1.1108
H 4.1134 -0.7855 2.0433
H 4.8064 0.5308 1.0773
H 3.3416 -0.2894 0.5298
S -4.5826 3.8114 -2.4421
Sb -3.0801 5.2176 -1.4817
S -0.9949 2.8084 -0.0441
S -1.2062 1.4028 -3.3987
S -1.6555 6.0371 -3.0731
C 1.4806 -2.7875 -4.8077
N 1.0188 -2.5373 -3.4589
C 1.2085 -3.5853 -2.4755
C 0.5132 -1.3577 -3.1226
O 0.1500 -1.0833 -1.9707
H 0.9505 -3.6380 -5.2406
H 2.5517 -3.0004 -4.8048
H 1.2994 -1.9085 -5.4226
H 2.2724 -3.8135 -2.3780
H 0.6796 -4.4885 -2.7853
H 0.8199 -3.2462 -1.5195
H 0.4187 -0.6205 -3.9253
C -4.2702 0.1845 -3.7507
C -3.3522 -0.3590 -2.6394
C -2.6423 -1.5892 -3.1972
C -2.3965 0.7815 -2.2170
C -4.2320 -0.7131 -1.4388
C -4.4073 -2.0225 -0.9973
C -5.2043 -2.3137 0.1049
C -5.8467 -1.2958 0.7882
C -5.6969 0.0143 0.3477
C -4.9077 0.3022 -0.7525
H -3.6763 0.4091 -4.6393
H -4.7564 1.1096 -3.4403
H -5.0351 -0.5534 -4.0098
H -1.9968 -1.2768 -4.0212
H -3.3683 -2.3014 -3.5983
H -2.0358 -2.0962 -2.4467
H -3.0154 1.6245 -1.9126
H -3.9082 -2.8384 -1.5027
H -5.3132 -3.3421 0.4293
H -6.4616 -1.5175 1.6519
H -6.1961 0.8244 0.8646
H -4.8153 1.3350 -1.0716
N 0.7038 3.9292 -2.5655
C 1.5820 2.9653 -2.7003
N 1.5161 1.7648 -2.1272
C 2.6629 1.0190 -2.4269
C 2.9856 -0.2500 -1.9485
C 4.1519 -0.8649 -2.3747
C 5.0191 -0.2411 -3.2672
C 4.7294 1.0323 -3.7302
C 3.5640 1.6444 -3.2992
S 2.9976 3.2387 -3.6976
H -0.1392 3.7637 -2.0199
H 0.6826 4.7623 -3.1363
H 2.3321 -0.7265 -1.2352
H 4.4009 -1.8448 -1.9844
H 5.9269 -0.7373 -3.5846
H 5.4009 1.5440 -4.4076
*
```

Löwdin atomic charge list, values in e, 6 entries: number 1, Ta, carries 0.9649; number 2, C, carries -0.0476; number 3, C, carries -0.5612; number 4, C, carries -0.0717; number 5, C, carries -0.0540; number 6, C, carries -0.1783

Record 2
C34H45N2OS2SiTeV | wB97M-V/def2-TZVPD

Calculated values
E_tot, eV: -103545.9766
Largest force on an atom, Eh/bohr: 0.011

```
! wB97M-V def2-TZVPD RIJCOSX def2/J DEFGRID3
* xyz 0 1
V 0.3872 0.1214 -0.0546
C -0.6094 1.8625 5.7452
Si 0.2813 0.2237 5.5233
C 1.3907 -0.0528 7.0183
C -0.9292 -1.2056 5.4114
C 1.3986 0.2730 4.0006
C 2.7782 0.1569 4.0991
C 3.6017 0.1551 2.9698
C 2.9992 0.2378 1.7359
N 1.6700 0.3491 1.6062
C 0.8784 0.4007 2.6907
S -0.7818 0.6269 2.2626
H -1.2447 1.8330 6.6364
H -1.2374 2.0836 4.8804
H 0.1061 2.6806 5.8708
H 0.7732 -0.1014 7.9209
H 2.1102 0.7600 7.1581
H 1.9457 -0.9936 6.9501
H -1.4452 -1.3361 6.3679
H -0.4109 -2.1403 5.1794
H -1.6744 -1.0342 4.6331
H 3.2387 0.0580 5.0784
H 4.6759 0.0672 3.0538
H 3.5690 0.2052 0.8162
C -1.3296 3.4938 0.4509
S 0.4189 3.1507 0.6352
C 1.0098 4.7163 -0.0205
O 0.7407 2.1772 -0.4983
H -1.5283 3.8551 -0.5574
H -1.6109 4.2319 1.2046
H -1.8446 2.5580 0.6412
H 0.5853 5.5275 0.5723
H 0.7089 4.7998 -1.0653
H 2.0954 4.7253 0.0662
Te -1.0849 0.0434 -2.4116
C 0.1824 0.7401 -3.9627
C -0.0404 0.2985 -5.2634
C 0.7823 0.7302 -6.2960
C 1.8321 1.5997 -6.0323
C 2.0614 2.0351 -4.7341
C 1.2397 1.6060 -3.6986
C -2.4597 1.6384 -2.6883
C -2.0165 2.9432 -2.8820
C -2.9300 3.9748 -3.0525
C -4.2941 3.7112 -3.0128
C -4.7389 2.4120 -2.8151
C -3.8252 1.3759 -2.6620
H -0.8532 -0.3873 -5.4697
H 0.6050 0.3823 -7.3061
H 2.4743 1.9336 -6.8376
H 2.8847 2.7074 -4.5247
H 1.4253 1.9367 -2.6844
H -0.9518 3.1491 -2.9205
H -2.5777 4.9859 -3.2185
H -5.0071 4.5162 -3.1433
H -5.8007 2.1993 -2.7902
H -4.1808 0.3613 -2.5239
C 3.2322 -2.8647 -0.4225
C 2.4399 -2.8185 -1.7328
C 2.4869 -1.4262 -2.3715
C 1.0553 -3.4159 -1.5471
C 0.7897 -4.6465 -2.1366
C -0.4037 -5.3115 -1.9077
C -1.3329 -4.7457 -1.0498
C -1.1245 -3.5084 -0.4461
C -2.1335 -3.0077 0.5732
C -2.7988 -1.6733 0.2296
C -1.5162 -2.9711 1.9772
C 0.0679 -2.8113 -0.7234
N 0.2727 -1.5431 -0.2111
H 4.2270 -2.4275 -0.5545
H 3.3550 -3.8956 -0.0845
H 2.7090 -2.3142 0.3557
H 2.9474 -3.4856 -2.4347
H 2.2041 -0.6395 -1.6615
H 1.8276 -1.3587 -3.2381
H 3.5029 -1.1987 -2.7060
H 1.5438 -5.0974 -2.7744
H -0.5982 -6.2704 -2.3734
H -2.2536 -5.2774 -0.8361
H -2.9289 -3.7574 0.5852
H -2.1131 -0.8336 0.3868
H -3.6711 -1.5230 0.8707
H -3.1411 -1.6661 -0.8071
H -0.6524 -2.3002 1.9970
H -1.1945 -3.9690 2.2814
H -2.2416 -2.6019 2.7096
*
```

Löwdin atomic charge list, values in e, 6 entries: number 1, V, carries 0.3464; number 2, C, carries -0.1823; number 3, Si, carries 0.5120; number 4, C, carries -0.1933; number 5, C, carries -0.1806; number 6, C, carries -0.2290